1.
84
Properties=species:S:1:pos:R:3:forces:R:3 method="wB97M-V/def2-TZVPD" s2=0.771 e_tot_ev=-102307.553 spin_multiplicity=2 gap_ev="6.22 / 5.74" e_above_lowest_kj_mol=218.0
H -2.3519 -3.3954 -1.6795 0.06 -0.01 -0.03
C -3.1998 -0.4557 -3.0958 -0.07 -0.04 0.02
H -0.2976 -1.7567 2.3912 0.04 0.06 0.00
C 2.2969 -0.7723 3.6864 -0.07 0.07 0.05
C -2.5391 0.3627 -2.1930 0.07 0.04 -0.06
C -2.8837 4.6002 0.0456 -0.10 -0.08 0.26
H -1.1594 -1.8147 -0.2072 0.05 0.04 -0.04
C -3.1135 -0.2039 1.9554 -0.07 -0.12 0.04
Tc -0.3323 0.9888 -0.0893 0.68 0.17 -0.52
S -0.9643 3.0491 -1.1625 -0.24 -0.11 0.21
O 1.0110 3.8096 1.8412 -0.05 -0.03 0.06
C 2.8028 0.1738 2.5759 0.06 -0.12 0.05
C -5.4785 -0.7174 2.7430 -0.05 -0.05 0.12
H 3.1594 -1.0615 4.2884 0.01 0.00 -0.01
C 4.5944 0.3872 0.7534 -0.08 -0.05 -0.02
C 0.6701 -0.7411 -3.2273 0.00 0.21 -0.05
C -3.9977 -1.0120 2.6870 -0.20 -0.02 -0.08
H 0.6053 -0.7289 -4.3154 0.02 -0.12 0.00
C 3.2078 2.4930 -2.1530 -0.01 -0.01 -0.01
H 1.8309 -3.2515 -1.1967 0.00 -0.01 -0.03
H 2.7420 -1.7626 -1.5740 -0.02 0.03 -0.01
F -4.3220 -2.1754 -4.9603 -0.03 -0.01 0.03
H -3.7899 -0.0082 -3.8831 0.05 0.00 -0.04
F -5.7552 0.4699 3.2872 0.02 -0.01 -0.01
H -2.6038 1.4388 -2.2724 0.06 0.00 -0.02
C 3.5397 1.6680 -3.2205 0.03 0.01 0.02
F -4.2111 -3.8224 -3.5540 -0.02 0.02 0.00
C -1.7369 -1.4520 -1.0482 0.01 0.00 0.09
C -3.5062 -2.1297 3.3363 0.08 0.04 -0.01
N 1.1190 -2.1575 -2.8485 -0.01 -0.01 -0.04
H 2.2106 -3.8016 -3.5892 0.01 0.01 0.02
C -2.9735 5.4224 -1.1164 0.02 0.02 -0.02
H 5.4537 -0.1096 0.3017 0.01 0.01 -0.01
C 2.0843 2.2323 -1.3886 -0.01 -0.01 -0.02
H 0.2603 -2.7071 -2.8070 -0.01 0.02 0.01
N -1.8231 -0.4995 1.8676 0.05 0.15 -0.05
C 3.2693 1.4578 3.2455 0.01 -0.01 -0.04
H 0.8322 -0.8874 5.2769 -0.01 0.01 0.00
H 3.6492 -1.4286 1.4433 0.00 -0.02 0.04
N -1.7157 -0.1086 -1.2366 -0.12 -0.10 0.03
C 2.6884 0.6246 -3.5153 -0.05 0.01 -0.04
H 0.3900 0.2423 3.9964 -0.01 0.00 -0.01
C 2.0008 -2.7718 -3.8704 0.03 -0.04 -0.04
H 4.4126 1.8612 -3.8298 -0.01 0.01 -0.01
C 1.7537 -2.2095 -1.5035 0.01 -0.07 0.11
H -0.3240 -0.6336 -2.8228 0.00 -0.03 0.02
C 1.5236 2.7290 2.0219 0.12 0.04 -0.06
C -3.0819 -1.8281 -2.9791 0.15 0.06 -0.01
C 1.6834 0.4116 1.5930 -0.05 0.06 -0.01
C 1.5573 0.3570 -2.7301 0.09 0.07 -0.01
H 2.8508 3.4488 3.4104 0.01 0.00 0.00
C -3.7123 4.9200 1.1639 0.00 0.01 0.00
H 1.8454 2.9425 -0.6073 0.04 -0.04 0.05
C -1.3575 -1.5672 2.5126 0.11 -0.15 0.01
S -1.9670 2.4202 1.4587 -0.45 -0.48 0.14
H 4.9397 1.3451 1.1472 0.00 0.01 -0.01
C 1.2202 1.1293 -1.5949 0.00 -0.24 0.15
C -2.3852 -2.3322 -1.8822 -0.10 -0.02 -0.01
C 1.2285 -0.1491 4.5791 -0.02 -0.04 -0.03
F -6.0239 -0.7438 1.5108 0.04 0.08 0.00
S -3.7259 1.2382 1.1236 0.44 0.61 0.19
N -3.0520 6.0627 -2.0691 0.01 0.00 0.00
H 4.7481 -0.6914 2.6166 0.00 -0.02 0.00
H 1.1716 -1.6308 -0.7927 -0.02 0.01 -0.04
H -4.1774 -2.7617 3.8998 -0.01 0.01 0.00
H 1.6406 0.6715 5.1677 -0.01 0.01 0.00
C -2.0351 3.5269 0.0591 -0.07 -0.03 -0.41
H -1.7259 -3.2692 3.7658 0.01 0.00 0.01
C -2.1515 -2.4135 3.2622 -0.06 0.07 -0.04
H 2.8755 0.0281 -4.4043 -0.01 0.00 0.00
O 4.1947 1.4684 4.0270 0.00 0.00 0.00
F -6.1273 -1.6417 3.4742 0.01 -0.02 -0.04
H 1.5068 -2.7442 -4.8383 -0.02 0.00 0.01
H 2.9266 -2.2040 -3.9068 -0.01 0.02 0.00
C -3.5466 -2.7668 -4.0494 -0.03 -0.02 0.03
O 1.1840 -0.5496 0.9484 -0.31 -0.01 0.21
F -2.4716 -3.2726 -4.7111 -0.02 -0.01 -0.01
N -4.3806 5.1764 2.0652 -0.02 -0.02 -0.01
N 2.5697 2.5965 2.9456 0.01 0.04 0.01
C 3.9960 -0.4783 1.8559 0.05 0.07 -0.04
H 1.9136 -1.6707 3.1973 0.04 -0.01 -0.02
H 3.8245 3.3523 -1.9182 -0.01 0.02 -0.01
N 1.1488 1.5960 1.3526 -0.07 0.06 -0.03
H 3.8671 0.5891 -0.0372 0.02 0.01 0.00


2.
17
Properties=species:S:1:pos:R:3:forces:R:3 method="wB97M-V/def2-TZVPD" e_tot_ev=-9791.955 gap_ev=8.53 e_above_lowest_kj_mol=917.8
N 1.9637 0.1453 0.0854 3.32 -2.77 1.08
C 0.0538 1.5633 0.0216 3.90 2.54 -1.07
H -2.5593 -0.8367 -0.5179 1.65 1.18 -0.50
H -0.0961 2.6645 -0.1202 -0.04 -1.17 0.00
C 1.1691 -1.2263 -0.0812 3.89 -2.53 -2.98
N -0.5909 -0.2856 1.1618 2.45 -1.14 0.21
H -1.8443 0.2652 -1.8747 1.24 -1.00 1.97
C -1.6255 -0.1871 -0.8102 -2.41 -1.33 0.70
H -1.0351 -0.9845 1.6804 -1.96 -0.47 1.10
H 0.0661 0.0733 -0.6308 0.86 -1.31 -0.34
H 1.4743 -2.0383 0.6153 0.01 1.15 0.43
N 1.4508 1.3296 -0.1242 -4.58 0.58 1.39
H 3.1165 0.0652 0.2111 -4.41 0.59 -0.94
H 1.6319 -1.7240 -1.0883 -1.50 1.36 1.79
H -1.7694 1.3234 1.1529 -0.56 -0.05 -1.80
C -1.1812 0.7192 0.3929 -1.90 3.35 2.24
C -0.2244 -0.8665 -0.0739 0.06 1.01 -3.28


3.
40
Properties=species:S:1:pos:R:3:forces:R:3 method="wB97M-V/def2-TZVPD" s2=20.202 e_tot_ev=-100757.158 spin_multiplicity=9 gap_ev="4.88 / 5.96" charge=+4
H 5.1479 1.0082 -0.7397 -0.22 0.09 -0.06
H -3.4670 1.6250 0.4042 -0.35 -0.19 0.14
H -4.8373 -1.1753 -1.3896 0.34 -0.09 -0.20
C 4.1758 0.5747 -0.4690 -0.50 -0.57 0.45
C 3.0688 1.2474 -1.2437 1.89 1.11 -1.10
C -3.3576 -2.2103 1.5359 0.40 -0.02 -0.35
Si -3.0706 -0.8681 0.2903 -3.18 0.26 0.24
H 3.9248 1.6024 -3.2087 -0.19 -0.07 0.36
H -3.3421 -0.4686 -2.1126 -0.33 -0.14 0.04
C -0.3843 -3.7217 1.0548 -1.32 -4.91 6.16
O -1.4124 -0.7292 0.0035 3.29 0.16 0.64
H -4.3676 -2.0659 1.9488 0.26 -0.20 -0.02
H 4.2207 -0.5031 -0.6660 0.16 0.22 -0.15
C -3.6788 0.7519 1.0334 0.77 -0.25 -0.47
H -3.4212 -2.2110 -1.7473 -0.26 0.04 -0.08
H 1.8963 3.0927 -1.2816 0.38 -0.09 -0.20
I -1.0635 3.1409 -0.4203 0.05 -0.52 -0.37
O -0.4973 -4.4062 1.9842 0.49 3.25 -4.57
C -3.7362 -1.2139 -1.4088 0.33 0.07 0.31
H 2.7219 2.8054 0.2382 0.33 0.02 -0.08
H -4.7683 0.6349 1.1389 0.23 0.14 0.08
H -3.2551 0.9310 2.0288 -0.21 0.07 0.12
O 1.8725 2.3204 2.6358 -4.43 -2.23 -3.19
C 2.8175 2.6863 -0.8432 -1.11 -0.15 0.46
I -1.5138 2.0799 -2.9070 0.11 0.37 0.57
Gd 0.0918 -2.1414 -0.6903 -1.36 0.88 -3.96
H -2.6357 -2.1741 2.3582 -0.21 -0.03 0.18
H 2.1443 1.4056 -3.2069 0.48 0.03 0.10
C 3.0857 1.0511 -2.7512 -0.66 -0.58 -0.06
C 1.7945 -2.5134 0.9225 5.44 -1.15 5.80
S 1.3988 0.1699 -0.7172 -0.05 -0.14 0.59
H -3.3048 -3.2018 1.0735 -0.20 -0.04 0.17
O 2.5361 -2.6858 1.8019 -3.56 0.92 -4.41
H 3.2026 -0.0128 -2.9970 0.15 0.28 -0.07
C 1.0294 1.8454 1.9865 5.64 3.34 4.38
C -0.2532 -0.4022 2.5825 0.16 -3.79 7.01
Ti -0.1780 0.6705 0.7503 -2.95 1.32 -3.18
H 3.6511 3.3219 -1.1737 0.02 -0.34 -0.07
H 4.0111 0.7084 0.6062 0.29 0.10 -0.12
O -0.2466 -0.9695 3.5955 -0.12 2.81 -5.09


4.
7
Properties=species:S:1:pos:R:3:forces:R:3 method="wB97M-V/def2-TZVPD" e_tot_ev=-18420.221 gap_ev="8.80 / 7.40" e_above_lowest_kj_mol=223.3
O -2.2808 -0.2072 0.3251 -1.39 -0.15 -0.07
N 2.0011 -0.5084 0.0680 5.09 -2.14 -2.68
H 0.3687 -1.0031 1.2084 -0.58 0.23 0.39
O -1.9267 1.5638 -0.9685 -1.09 -0.11 -0.08
N -1.7134 0.6628 -0.2359 1.92 0.28 0.09
P 0.6245 0.0624 0.3197 -3.44 1.51 1.20
O 2.9266 -0.5705 -0.7168 -0.52 0.38 1.14